[1]
The following is a quantum chemistry calculation of an isolated molecule of C19H21N3O3S in a non-equilibrium geometry, from the OMol25 dataset.

- HOMO-LUMO gap (Ha) = 0.246
- HOMO level (eV) = -7.052
- structure (SMILES) = CC/N=c1/scc(-c2cc(OC)ccc2OC)n1/N=C(\C)c1ccco1
- relative energy (zero: lowest compared OMol25 entry of this formula, charge and spin) (kJ/mol) = 932.2
- calculated total energy (eV) = -41484.8108

```
! wB97M-V def2-TZVPD RIJCOSX def2/J DEFGRID3
* xyz 0 1
C 1.857 3.879 -3.621
C 1.437 2.520 -2.884
N 0.181 2.078 -3.419
C -0.512 1.072 -2.857
S -2.028 0.848 -3.556
C -2.437 -0.376 -2.393
C -1.393 -0.567 -1.536
C -1.500 -1.305 -0.301
C -2.204 -0.680 0.698
C -2.063 -1.149 2.074
O -2.819 -0.525 3.027
C -2.564 -1.009 4.365
C -1.393 -2.430 2.193
C -0.738 -3.068 1.241
C -0.768 -2.548 -0.066
O 0.040 -3.147 -0.938
C -0.290 -3.370 -2.273
N -0.283 0.162 -1.762
N 0.870 0.335 -0.936
C 0.932 1.101 0.157
C -0.134 2.216 0.365
C 1.907 0.931 1.235
C 2.734 -0.182 1.326
C 3.367 -0.220 2.642
C 2.898 0.928 3.306
O 2.122 1.627 2.407
H 2.951 3.967 -3.553
H 1.669 3.735 -4.660
H 1.426 4.833 -3.185
H 1.461 2.735 -1.886
H 2.257 1.891 -3.051
H -3.419 -0.777 -2.260
H -2.732 0.333 0.532
H -2.887 -0.233 5.051
H -3.009 -1.961 4.525
H -1.464 -1.039 4.652
H -1.334 -3.047 3.096
H -0.275 -4.004 1.450
H 0.089 -2.671 -2.960
H -1.309 -3.272 -2.525
H 0.057 -4.380 -2.453
H 0.205 3.061 0.921
H -1.035 1.822 0.781
H -0.293 2.544 -0.658
H 2.890 -0.988 0.594
H 4.061 -0.988 2.974
H 3.474 1.316 4.120
*
```



[2]
The following is a quantum chemistry calculation of an isolated molecule of C19H21N3O4, from the OMol25 dataset.

- HOMO-LUMO gap (Ha) = 0.327
- HOMO level (eV) = -8.161
- structure (SMILES) = COCCn1c(C)cc(C(=O)COC(=O)c2n[nH]c3ccccc23)c1C
- relative energy (zero: lowest compared OMol25 entry of this formula, charge and spin) (kJ/mol) = 256.4
- calculated total energy (eV) = -32703.8924

```
! wB97M-V def2-TZVPD RIJCOSX def2/J DEFGRID3
* xyz 0 1
C 7.524 2.434 0.556
O 7.414 1.032 0.618
C 6.102 0.550 0.742
C 5.286 0.657 -0.566
N 4.059 -0.082 -0.474
C 3.917 -1.417 -0.782
C 5.030 -2.232 -1.341
C 2.631 -1.779 -0.516
C 1.952 -0.630 -0.016
C 0.567 -0.535 0.396
O 0.044 0.454 0.864
C -0.246 -1.823 0.198
O -1.589 -1.626 0.590
C -2.312 -0.847 -0.222
O -1.928 -0.455 -1.300
C -3.643 -0.560 0.323
N -4.096 -1.070 1.452
N -5.323 -0.596 1.641
C -5.714 0.242 0.641
C -6.888 0.955 0.422
C -6.946 1.720 -0.720
C -5.874 1.783 -1.622
C -4.710 1.082 -1.412
C -4.627 0.296 -0.263
C 2.882 0.404 -0.002
C 2.696 1.820 0.401
H 8.587 2.658 0.621
H 7.131 2.837 -0.383
H 7.001 2.909 1.395
H 5.572 1.069 1.553
H 6.204 -0.503 1.015
H 5.892 0.261 -1.384
H 5.055 1.704 -0.778
H 5.334 -1.860 -2.320
H 4.695 -3.259 -1.457
H 5.902 -2.223 -0.688
H 2.215 -2.755 -0.658
H -0.196 -2.112 -0.858
H 0.145 -2.620 0.831
H -5.841 -0.871 2.460
H -7.713 0.908 1.118
H -7.838 2.291 -0.931
H -5.975 2.401 -2.502
H -3.879 1.122 -2.097
H 3.361 2.089 1.222
H 2.891 2.492 -0.435
H 1.668 1.954 0.724
*
```



[3]
The following is a quantum chemistry calculation of C19H21N4O2PtS as an isolated structure in a non-equilibrium geometry, from the OMol25 dataset.

- <S²> = 0.76
- HOMO-LUMO gap (spin up / spin down) (Ha) = 0.221 / 0.214
- HOMO level (spin up / spin down) (eV) = -5.470 / -5.361
- relative energy (zero: lowest compared OMol25 entry of this formula, charge and spin) (kJ/mol) = 20.0
- calculated total energy (eV) = -44178.4265

```
! wB97M-V def2-TZVPD RIJCOSX def2/J DEFGRID3
* xyz 0 2
Pt -0.029 0.641 -0.472
O 2.167 0.312 -0.391
N 2.558 -0.357 0.680
C 3.760 -0.989 0.611
C 4.248 -1.729 1.652
C 3.511 -1.818 2.833
C 2.304 -1.137 2.907
C 1.816 -0.415 1.828
S 0.296 0.400 1.933
H 4.284 -0.851 -0.322
H 5.200 -2.224 1.548
H 3.868 -2.398 3.668
H 1.709 -1.150 3.806
N -2.348 3.116 -0.753
C -2.866 1.843 -0.726
C -4.231 1.714 -0.461
C -4.836 0.478 -0.497
C -4.049 -0.635 -0.862
C -2.720 -0.444 -1.102
N -2.097 0.752 -1.005
C -1.078 3.628 -0.729
C -0.937 5.014 -0.582
C 0.313 5.575 -0.479
C 1.438 4.727 -0.568
C 1.230 3.389 -0.764
N 0.011 2.830 -0.841
H -3.053 3.826 -0.603
H -4.802 2.599 -0.218
H -5.881 0.363 -0.262
H -4.490 -1.614 -0.951
H -2.082 -1.265 -1.398
H -1.825 5.629 -0.527
H 0.433 6.634 -0.309
H 2.436 5.125 -0.480
H 2.056 2.697 -0.869
C 0.476 -4.098 -1.227
C 0.167 -4.224 0.265
C -0.419 -2.847 0.592
O 0.057 -1.950 -0.412
C 0.917 -2.641 -1.305
H -0.438 -4.240 -1.806
H 1.243 -4.788 -1.572
H 1.085 -4.386 0.833
H -0.537 -5.022 0.486
H -0.117 -2.490 1.581
H -1.514 -2.844 0.548
H 1.964 -2.540 -0.983
H 0.805 -2.192 -2.294
*
```